# 1
Here is a 4-piece molecular cluster, C5H14O3 overall in a non-equilibrium geometry from the Open Molecules 2025 dataset. Energies are from ωB97M-V/def2-TZVPD.

Calculated values
spin multiplicity	1
relative energy (zero: lowest compared OMol25 entry of this formula, charge and spin)	1.2764	eV

Cartesian coordinates (Å):
C (0.821, 2.407, -1.148)
C (0.481, 1.394, -0.366)
C (-0.223, 0.191, -0.937)
C (-0.988, -0.736, -0.048)
C (-1.024, -0.627, 1.273)
H (1.381, 3.270, -0.824)
H (0.543, 2.440, -2.183)
H (0.662, 1.434, 0.699)
H (-0.835, 0.496, -1.795)
H (0.511, -0.389, -1.530)
H (-1.728, -1.341, -0.552)
H (-1.664, -1.261, 1.873)
H (-0.422, 0.041, 1.869)
O (-2.517, 2.288, 1.593)
H (-1.777, 2.334, 0.979)
H (-3.115, 1.625, 1.235)
O (1.856, -2.888, -1.773)
H (1.075, -3.255, -1.344)
H (1.666, -2.976, -2.715)
O (2.014, -1.247, 2.067)
H (1.727, -1.222, 1.143)
H (1.553, -1.980, 2.482)

# 2
Here is a 3-piece molecular cluster, C5H14O3 overall in a non-equilibrium geometry from the Open Molecules 2025 dataset. Energies are from ωB97M-V/def2-TZVPD.

Calculated values
spin multiplicity	1
relative energy (zero: lowest compared OMol25 entry of this formula, charge and spin)	1.1008	eV

Cartesian coordinates (Å):
C (-0.924, -0.519, -0.392)
C (0.505, -0.042, -0.456)
C (1.367, -0.455, 0.784)
C (1.104, -0.515, -1.827)
C (0.751, 0.408, -2.969)
O (-0.230, 1.117, -2.927)
H (-1.622, 0.126, -0.971)
H (-1.589, -0.498, 0.510)
H (-1.067, -1.665, -0.480)
H (0.557, 1.047, -0.426)
H (2.224, 0.228, 0.734)
H (0.786, -0.132, 1.635)
H (1.608, -1.519, 0.706)
H (0.799, -1.487, -2.177)
H (2.164, -0.623, -1.503)
H (1.245, 0.308, -3.929)
O (0.259, -0.032, 7.138)
H (0.781, -0.775, 6.804)
H (-0.372, 0.045, 6.404)
O (-2.977, 1.904, -2.499)
H (-2.274, 1.192, -2.620)
H (-3.095, 1.887, -1.538)

# 3
Here is a 3-piece molecular cluster, C5H14O3 overall in a non-equilibrium geometry from the Open Molecules 2025 dataset. Energies are from ωB97M-V/def2-TZVPD.

Calculated values
spin multiplicity	1
relative energy (zero: lowest compared OMol25 entry of this formula, charge and spin)	0.7258	eV

Cartesian coordinates (Å):
C (-0.501, 1.624, 2.594)
C (-0.542, 1.292, 1.313)
C (-1.307, 0.073, 0.848)
C (-0.996, -0.388, -0.577)
C (0.103, -1.444, -0.608)
O (-0.276, -2.634, 0.121)
H (0.019, 2.517, 2.915)
H (-0.988, 1.001, 3.334)
H (-0.104, 1.869, 0.518)
H (-2.387, 0.210, 0.955)
H (-1.175, -0.796, 1.506)
H (-1.885, -0.857, -1.003)
H (-0.667, 0.393, -1.250)
H (0.988, -1.111, -0.097)
H (0.353, -1.718, -1.608)
H (-0.798, -3.211, -0.437)
O (2.061, -3.350, 1.749)
H (2.322, -2.428, 1.676)
H (1.330, -3.402, 1.112)
O (0.840, 4.794, -4.353)
H (-0.081, 4.681, -4.587)
H (1.442, 4.603, -5.071)

# 4
Here is a 2-piece molecular cluster, C5H14OS overall in a non-equilibrium geometry from the Open Molecules 2025 dataset. Energies are from ωB97M-V/def2-TZVPD.

Calculated values
spin multiplicity	1
relative energy (zero: lowest compared OMol25 entry of this formula, charge and spin)	0.5778	eV

Cartesian coordinates (Å):
C (-0.748, -1.162, 1.634)
C (0.149, -0.303, 0.726)
C (-0.601, 0.061, -0.564)
C (0.087, 0.665, -1.807)
S (1.652, -0.111, -2.204)
C (1.078, -1.822, -2.635)
H (-0.895, -2.107, 1.103)
H (-1.736, -0.758, 1.823)
H (-0.149, -1.369, 2.520)
H (0.586, 0.580, 1.187)
H (0.908, -1.050, 0.461)
H (-1.128, -0.837, -0.893)
H (-1.366, 0.786, -0.247)
H (0.222, 1.741, -1.758)
H (-0.562, 0.339, -2.620)
H (1.400, -2.404, -1.781)
H (0.056, -1.952, -2.969)
H (1.706, -2.080, -3.490)
O (-0.125, 4.336, 3.855)
H (-0.966, 3.872, 3.682)
H (0.433, 3.574, 3.976)

- Among the records above, which one has the lowest relative energy (zero: lowest compared OMol25 entry of this formula, charge and spin)?
  C5H14OS

What did the fourth record say?
Here is a 2-piece molecular cluster, C5H14OS overall in a non-equilibrium geometry from the Open Molecules 2025 dataset. Energies are from ωB97M-V/def2-TZVPD.

Calculated values
spin multiplicity	1
relative energy (zero: lowest compared OMol25 entry of this formula, charge and spin)	0.5778	eV

Cartesian coordinates (Å):
C (-0.748, -1.162, 1.634)
C (0.149, -0.303, 0.726)
C (-0.601, 0.061, -0.564)
C (0.087, 0.665, -1.807)
S (1.652, -0.111, -2.204)
C (1.078, -1.822, -2.635)
H (-0.895, -2.107, 1.103)
H (-1.736, -0.758, 1.823)
H (-0.149, -1.369, 2.520)
H (0.586, 0.580, 1.187)
H (0.908, -1.050, 0.461)
H (-1.128, -0.837, -0.893)
H (-1.366, 0.786, -0.247)
H (0.222, 1.741, -1.758)
H (-0.562, 0.339, -2.620)
H (1.400, -2.404, -1.781)
H (0.056, -1.952, -2.969)
H (1.706, -2.080, -3.490)
O (-0.125, 4.336, 3.855)
H (-0.966, 3.872, 3.682)
H (0.433, 3.574, 3.976)